(1)
This record from OMol25 describes a structure of composition C14H21BF4KN6OS at a distorted geometry. The level of theory is ωB97M-V with the def2-TZVPD basis set.

Output
F_max: 0.0400 Eh/bohr
Kohn-Sham gap: 7.6 eV
Total energy: -2372.65346 Eh
Net charge: -1
LUMO energy: 2.38 eV
HOMO: -5.24 eV

Last column: Löwdin charge in e.
Atoms and positions in Å:
K -0.589 -0.711 -0.837  0.705
N -0.681 2.884 -0.829  0.000
C -1.876 3.226 -0.054  -0.281
C -2.815 2.034 0.106  -0.246
N -2.198 0.884 0.744  -0.108
C -1.841 1.048 2.145  -0.216
C -0.330 1.195 2.314  -0.274
N 0.313 0.019 1.748  -0.023
H -0.956 2.283 -1.610  -0.001
H -0.285 3.727 -1.227  0.059
H -1.568 3.596 0.931  0.092
H -2.473 4.022 -0.523  0.101
H -3.701 2.394 0.660  0.109
H -3.130 1.727 -0.893  0.086
H -2.800 0.077 0.637  0.099
H -2.349 1.918 2.588  0.110
H -2.153 0.161 2.703  0.116
H 0.011 2.074 1.760  0.090
H -0.117 1.355 3.384  0.101
H 1.320 0.051 1.837  0.056
H -0.023 -0.825 2.208  0.052
C 2.572 -4.463 0.208  -0.050
C 3.788 -4.247 -0.415  -0.076
C 4.119 -2.968 -0.836  -0.024
C 3.212 -1.933 -0.618  -0.210
N 2.049 -2.148 -0.004  0.117
C 1.731 -3.371 0.393  -0.092
C 3.458 -0.528 -1.055  -0.208
C 4.559 -0.148 -1.822  -0.022
C 4.695 1.183 -2.182  -0.079
C 3.731 2.096 -1.788  -0.065
C 2.657 1.627 -1.041  -0.115
N 2.538 0.359 -0.678  0.122
H 2.275 -5.449 0.539  0.103
H 4.479 -5.065 -0.577  0.101
H 5.067 -2.789 -1.326  0.095
H 0.762 -3.483 0.873  0.110
H 5.292 -0.872 -2.150  0.096
H 5.543 1.498 -2.777  0.101
H 3.805 3.140 -2.064  0.097
H 1.845 2.279 -0.729  0.090
O -0.575 -1.373 -3.028  -0.785
S -1.633 -0.458 -3.562  0.578
N -1.851 0.819 -2.882  -0.498
F -1.297 -2.437 2.820  0.078
B -2.059 -2.927 1.732  -1.248
F -1.510 -2.374 0.534  -0.042
F -3.389 -2.498 1.850  0.100
F -1.967 -4.322 1.678  0.102

---

(2)
This record from OMol25 describes an isolated molecule of CHN2O2P at a distorted geometry. The level of theory is ωB97M-V with the def2-TZVPD basis set.

Output
F_max: 0.0703 Eh/bohr
Relative energy (zero: lowest compared OMol25 entry of this formula, charge and spin): 12.6 kcal/mol
Structure (SMILES): N#CP[N+](=O)[O-]
Kohn-Sham gap: 10.5 eV
Total energy: -639.89934 Eh
LUMO energy: -0.70 eV
HOMO: -11.21 eV

Last column: Löwdin charge in e.
Atoms and positions in Å:
C 0.252 -1.422 -0.014  -0.560
N 0.127 -2.421 -0.547  0.114
N -0.643 1.039 0.015  -0.639
O -1.789 0.583 0.020  -0.003
O -0.163 2.019 -0.471  0.028
P 0.456 -0.018 0.989  0.999
H 1.761 0.220 0.008  0.061

---

(3)
This record from OMol25 describes an isolated molecule of C10H14BClO3 at a distorted geometry. The level of theory is ωB97M-V with the def2-TZVPD basis set.

Output
F_max: 0.1164 Eh/bohr
Relative energy (zero: lowest compared OMol25 entry of this formula, charge and spin): 9.8 kcal/mol
Structure (SMILES): C[C@@H](OCc1ccccc1)[C@H](Cl)B(O)O
Kohn-Sham gap: 9.3 eV
Total energy: -1100.21126 Eh
LUMO energy: 0.21 eV
HOMO: -9.10 eV

Last column: Löwdin charge in e.
Atoms and positions in Å:
B 1.499 -1.215 -2.330  -0.796
C -0.644 3.217 2.928  -0.091
C -0.737 3.521 1.582  -0.075
C -0.206 1.966 3.352  -0.062
C -0.426 2.569 0.617  -0.027
C 0.030 0.962 2.416  -0.019
C -0.068 1.304 1.069  -0.186
C -1.811 -2.695 -0.469  -0.039
C 0.345 0.198 0.123  -0.143
C 0.704 -2.351 -1.631  -0.499
C -0.819 -1.608 -0.896  -0.363
O 0.963 -0.548 -3.409  0.129
O 2.813 -0.943 -1.977  0.116
O -0.614 -0.834 0.163  -0.104
Cl 1.545 -3.340 -0.455  0.656
H -0.896 3.995 3.490  0.055
H -1.104 4.575 1.186  0.145
H -0.162 1.974 4.371  0.072
H -0.435 2.730 -0.341  0.054
H 0.359 -0.117 2.753  0.163
H -1.300 -3.112 0.428  0.088
H -2.074 -3.496 -1.107  0.059
H -2.827 -2.362 -0.285  0.079
H 0.506 0.540 -1.006  0.157
H 1.310 -0.259 0.328  0.122
H 0.255 -2.922 -2.547  0.138
H -1.209 -1.022 -1.660  0.113
H 1.467 -0.160 -4.176  0.138
H 3.537 -0.565 -2.516  0.119

---

(4)
This record from OMol25 describes the ion C4H3Cl2O2 with charge -1 at a distorted geometry. The level of theory is ωB97M-V with the def2-TZVPD basis set.

Output
F_max: 0.1161 Eh/bohr
Relative energy (zero: lowest compared OMol25 entry of this formula, charge and spin): 11.2 kcal/mol
Structure (SMILES): O=C([O-])C1[C@@H](Cl)[C@@H]1Cl
Kohn-Sham gap: 7.7 eV
Total energy: -1225.09830 Eh
Net charge: -1
LUMO energy: 3.29 eV
HOMO: -4.43 eV

Last column: Löwdin charge in e.
Atoms and positions in Å:
C 0.312 1.107 -2.006  -0.758
C -0.270 0.675 -0.558  -0.052
C 0.839 -0.296 0.400  -0.680
C -0.450 -0.772 -0.120  -0.700
O -0.518 1.806 -2.564  -0.043
O 1.410 0.672 -2.370  -0.056
Cl 0.989 -0.099 2.096  0.580
Cl -0.258 -2.061 -1.349  0.575
H -0.770 1.281 0.085  0.068
H 1.732 -0.430 -0.025  0.026
H -1.203 -0.992 0.502  0.041